(1)
This record from the OMol25 dataset describes a 11-piece molecular cluster, C34H84Br4N2O11 overall at a distorted geometry. The level of theory is the ωB97M-V functional and the def2-TZVPD basis.

Geometry as XYZ:
```
135
Properties=species:S:1:pos:R:3:mulliken_charge:R:1
C 1.282 -12.385 -3.868 -0.825
N 0.220 -12.980 -4.731 0.972
O -0.465 -12.234 -5.391 -0.519
O 0.080 -14.187 -4.711 -0.474
H 1.461 -13.030 -3.017 0.292
H 0.884 -11.405 -3.623 0.296
H 2.180 -12.266 -4.470 0.306
C 0.658 -10.637 -11.340 0.053
N 0.426 -9.525 -12.319 0.958
O 0.476 -9.811 -13.492 -0.589
O 0.154 -8.435 -11.877 -0.576
H -0.208 -11.289 -11.421 -0.206
H 0.805 -10.133 -10.393 0.258
H 1.527 -11.158 -11.735 0.047
Br 3.557 -11.793 -9.332 -0.140
C 4.947 -13.086 -9.871 -0.413
C 4.463 -14.183 -10.822 0.092
Br 3.680 -13.300 -12.419 -0.152
H 5.407 -13.560 -9.003 0.070
H 5.709 -12.517 -10.395 0.541
H 3.665 -14.800 -10.417 -0.488
H 5.285 -14.815 -11.146 0.510
Br -3.049 -17.105 -4.112 -0.137
C -3.657 -15.305 -4.464 -0.244
C -4.938 -14.972 -3.739 -0.589
Br -5.533 -13.142 -4.195 -0.169
H -3.760 -15.160 -5.539 0.082
H -2.841 -14.639 -4.193 0.247
H -4.707 -15.003 -2.674 0.374
H -5.779 -15.646 -3.864 0.418
C -3.275 -9.954 -11.515 -0.753
C -3.498 -8.663 -12.321 -0.818
O -4.672 -8.851 -13.119 -0.336
C -4.616 -8.214 -14.388 -0.207
C -5.640 -8.786 -15.337 -1.262
H -2.595 -9.650 -10.709 0.362
H -4.118 -10.479 -11.083 0.457
H -2.708 -10.584 -12.204 0.323
H -3.844 -7.787 -11.742 0.286
H -2.554 -8.362 -12.784 0.498
H -4.782 -7.129 -14.340 0.259
H -3.601 -8.362 -14.774 0.320
H -5.483 -9.844 -15.542 0.311
H -5.519 -8.346 -16.333 0.412
H -6.632 -8.465 -15.023 0.298
C -2.945 -12.707 -9.494 0.521
C -2.379 -13.480 -8.323 -0.249
O -1.390 -14.348 -8.819 0.223
C -0.441 -14.765 -7.857 -0.203
C 0.612 -15.691 -8.457 -0.276
H -3.439 -13.397 -10.176 0.335
H -3.660 -12.011 -9.047 -0.890
H -2.160 -12.106 -9.946 -0.233
H -1.950 -12.725 -7.647 0.370
H -3.144 -13.969 -7.707 -0.050
H -0.064 -13.828 -7.433 0.102
H -0.868 -15.342 -7.026 0.095
H 1.301 -15.162 -9.123 -0.355
H 0.138 -16.464 -9.064 -0.018
H 1.225 -16.167 -7.692 0.565
C -5.551 -10.494 -7.868 -0.964
C -5.114 -9.411 -8.884 0.173
O -5.908 -8.267 -8.709 -0.386
C -7.114 -8.269 -9.457 0.038
C -7.788 -6.930 -9.244 -1.287
H -5.667 -10.039 -6.884 0.333
H -6.554 -10.867 -8.093 0.182
H -4.881 -11.348 -7.770 0.195
H -4.066 -9.217 -8.643 0.218
H -5.060 -9.736 -9.927 -0.067
H -6.899 -8.298 -10.532 0.147
H -7.684 -9.160 -9.182 0.276
H -8.749 -6.936 -9.763 0.387
H -7.162 -6.136 -9.648 0.293
H -7.989 -6.690 -8.199 0.328
C 3.564 -18.445 -12.915 -1.301
C 3.104 -18.134 -11.503 0.393
O 4.249 -17.766 -10.751 -0.423
C 3.964 -17.503 -9.382 0.574
C 5.259 -17.165 -8.680 -1.206
H 4.611 -18.721 -12.991 0.380
H 2.868 -19.102 -13.436 0.348
H 3.465 -17.507 -13.476 0.242
H 2.408 -17.288 -11.434 -0.141
H 2.543 -18.997 -11.118 0.321
H 3.236 -16.686 -9.299 -0.551
H 3.517 -18.416 -8.976 0.570
H 5.070 -16.715 -7.702 0.246
H 5.923 -16.468 -9.187 0.166
H 5.785 -18.100 -8.476 0.430
C 3.594 -14.564 -6.452 -0.057
C 4.989 -14.285 -5.916 -0.845
O 5.911 -14.986 -6.714 -0.014
C 7.194 -15.168 -6.157 -0.399
C 8.001 -13.887 -5.922 -1.118
H 3.262 -15.600 -6.348 0.291
H 2.873 -14.037 -5.825 -0.215
H 3.587 -14.342 -7.518 0.050
H 5.191 -13.208 -5.972 0.277
H 4.977 -14.508 -4.840 0.453
H 7.084 -15.618 -5.163 0.397
H 7.729 -15.803 -6.859 0.314
H 8.025 -13.535 -4.889 0.303
H 7.626 -13.069 -6.540 0.254
H 9.059 -14.051 -6.138 0.360
C -1.649 -18.266 -12.355 -1.230
C -2.030 -17.418 -11.165 1.141
O -3.449 -17.355 -11.164 -0.431
C -3.985 -16.416 -10.278 0.800
C -5.471 -16.141 -10.436 -1.421
H -0.588 -18.518 -12.315 0.182
H -2.279 -19.146 -12.456 0.411
H -1.777 -17.652 -13.247 0.233
H -1.635 -17.845 -10.234 0.217
H -1.631 -16.400 -11.227 -0.693
H -3.824 -16.772 -9.247 0.184
H -3.467 -15.447 -10.288 -0.515
H -6.098 -17.014 -10.238 0.383
H -5.713 -15.826 -11.451 0.334
H -5.748 -15.418 -9.670 0.372
C 0.469 -14.298 -11.938 0.865
C 0.024 -13.854 -13.348 -0.687
O -0.299 -15.058 -14.009 -0.377
C 0.814 -15.580 -14.749 0.070
C 0.674 -17.082 -14.781 -0.965
H 1.040 -15.223 -12.000 -0.389
H 0.993 -13.632 -11.245 0.192
H -0.450 -14.419 -11.352 -0.470
H -0.862 -13.222 -13.371 0.292
H 0.860 -13.306 -13.799 0.336
H 0.774 -15.096 -15.728 0.322
H 1.735 -15.255 -14.255 0.130
H 1.312 -17.569 -15.523 0.468
H -0.350 -17.417 -14.934 0.375
H 0.966 -17.617 -13.874 -0.174
```

Values from the calculation:
HOMO-LUMO gap (eV): 9.105
SMILES: C[N+](=O)[O-].C[N+](=O)[O-].BrCCBr.BrCCBr.CCOCC.CCOCC.CCOCC.CCOCC.CCOCC.CCOCC.CCOCC
Multiplicity: 1
Strongest force on any atom (hartree/bohr): 0.0508

(2)
This record from the OMol25 dataset describes C23H49F6MnN6O13S2 as an isolated structure at a distorted geometry. The level of theory is the ωB97M-V functional and the def2-TZVPD basis.

Geometry as XYZ:
```
100
Properties=species:S:1:pos:R:3:lowdin_spin:R:1
Mn -2.024 -2.416 0.253 4.703
C -1.076 -4.167 4.678 0.001
F -0.777 -3.009 5.242 0.000
F -0.464 -5.070 5.307 0.000
F -2.345 -4.313 4.813 0.000
S -0.526 -4.163 2.897 0.006
O -0.446 -5.562 2.560 0.002
O -1.573 -3.499 2.075 0.041
O 0.742 -3.501 3.072 0.001
C 1.746 -4.071 -1.715 0.002
F 2.168 -3.430 -0.662 0.000
F 1.841 -3.226 -2.783 0.000
F 2.543 -5.125 -1.968 0.001
S -0.010 -4.647 -1.563 0.008
O -0.398 -4.858 -2.938 0.003
O 0.013 -5.789 -0.731 0.002
O -0.639 -3.462 -0.933 0.048
C 1.256 -0.700 1.367 0.001
C 0.218 -0.007 0.519 0.012
C 0.678 0.128 -0.907 0.001
O -1.058 -0.661 0.589 0.107
H 2.021 0.068 1.607 0.000
H 1.741 -1.468 0.773 0.000
H 0.877 -1.013 2.327 0.000
H -0.071 0.981 0.948 0.002
H 0.822 -0.891 -1.312 0.000
H 1.670 0.602 -0.970 0.000
H -0.023 0.626 -1.581 0.000
C 3.879 -0.584 -4.077 0.000
O 4.961 -0.023 -4.246 0.000
N 3.047 -0.945 -5.068 0.000
C 1.914 -1.788 -4.834 0.000
C 3.351 -0.695 -6.445 0.000
H 3.474 -0.846 -3.084 0.000
H 2.193 -2.825 -5.098 0.000
H 0.984 -1.578 -5.351 0.000
H 1.726 -1.878 -3.761 0.000
H 2.429 -0.276 -6.867 0.000
H 4.131 0.043 -6.562 0.000
H 3.573 -1.627 -6.965 0.000
C -2.289 1.760 3.649 0.000
O -2.322 2.931 3.813 0.000
N -2.274 0.896 4.671 0.000
C -1.995 -0.492 4.510 0.000
C -2.052 1.412 6.013 0.000
H -2.325 1.190 2.710 0.000
H -1.761 -0.749 3.483 0.000
H -2.937 -1.024 4.727 0.000
H -1.318 -0.908 5.238 0.000
H -2.384 2.439 6.091 0.000
H -2.431 0.721 6.760 0.000
H -0.960 1.494 6.196 0.000
C 1.671 4.334 -1.960 0.000
O 1.944 5.376 -1.425 0.000
N 1.226 4.188 -3.234 0.000
C 0.914 2.922 -3.830 0.000
C 0.876 5.342 -4.060 0.000
H 1.832 3.363 -1.456 0.000
H 1.412 2.885 -4.801 0.000
H -0.170 2.907 -4.026 0.000
H 1.067 2.018 -3.254 0.000
H 0.970 6.212 -3.421 0.000
H 1.414 5.313 -4.997 0.000
H -0.205 5.245 -4.248 0.000
C -2.184 2.308 -1.143 0.000
O -1.862 2.379 -2.321 0.000
N -3.076 3.133 -0.548 0.000
C -3.662 4.243 -1.300 0.000
C -3.358 3.024 0.903 0.000
H -1.751 1.557 -0.454 0.000
H -4.670 3.969 -1.623 0.000
H -3.018 4.437 -2.158 0.000
H -3.683 5.173 -0.735 0.000
H -2.441 3.229 1.450 0.000
H -3.927 3.934 1.106 0.000
H -3.912 2.165 1.253 0.000
C -3.186 -0.779 -2.239 0.009
O -3.083 -1.708 -1.435 0.037
N -2.320 -0.626 -3.236 0.008
C -2.625 0.214 -4.334 0.001
C -1.302 -1.657 -3.476 0.000
H -3.980 -0.024 -2.227 0.001
H -2.714 -0.278 -5.303 0.000
H -3.579 0.740 -4.198 0.000
H -1.892 1.023 -4.393 0.000
H -0.356 -1.192 -3.681 0.000
H -1.126 -2.213 -2.546 0.000
H -1.633 -2.486 -4.111 0.000
C 4.287 -0.968 6.156 0.000
O 5.064 -0.584 7.042 0.000
N 3.111 -0.381 5.802 0.000
C 2.065 -1.068 5.082 0.000
C 2.708 0.760 6.526 0.000
H 4.540 -1.876 5.575 0.000
H 1.822 -0.514 4.179 0.000
H 1.148 -1.145 5.680 0.000
H 2.317 -2.102 4.858 0.000
H 3.605 1.257 6.868 0.000
H 2.156 1.434 5.868 0.000
H 2.048 0.509 7.358 0.000
```

Values from the calculation:
HOMO-LUMO gap (alpha / beta) (eV): 8.121 / 8.233
Multiplicity: 6
Net charge: -1
Strongest force on any atom (hartree/bohr): 0.0753